{
  "formula": "C3H4N2O2",
  "method": "the ωB97M-V functional and the def2-TZVPD basis",
  "multiplicity": 1,
  "e_homo_ev": -8.408,
  "e_above_lowest_ev": 5.5802,
  "symbols": ["C", "N", "C", "C", "O", "N", "O", "H", "H", "H", "H"],
  "xyz": [[1.17, -0.45, -0.48], [-0.84, 0.90, 0.10], [0.70, 1.04, 0.19], [-1.15, -0.32, 0.27], [1.25, 0.88, -1.06], [-1.73, -1.30, 0.65], [1.12, 1.67, 1.14], [-1.49, 1.67, 0.21], [-1.83, -2.17, 0.16], [2.09, -0.78, -0.02], [0.71, -1.16, -1.17]]
}

---

{
  "formula": "C3H4N2O2",
  "method": "the ωB97M-V functional and the def2-TZVPD basis",
  "multiplicity": 1,
  "e_homo_ev": -8.641,
  "e_above_lowest_ev": 3.3103,
  "symbols": ["N", "C", "C", "O", "C", "O", "N", "H", "H", "H", "H"],
  "xyz": [[0.66, -1.66, -0.41], [0.33, -0.42, 0.04], [-0.33, -0.05, 1.17], [-0.27, 1.39, 1.25], [-0.50, 1.52, -0.08], [-1.48, 1.97, -0.57], [0.52, 0.71, -0.78], [0.61, -1.80, -1.41], [0.34, -2.44, 0.15], [-1.33, -0.37, 1.43], [1.45, 1.13, -0.80]]
}

---

{
  "formula": "C3H4N2O2S",
  "method": "the ωB97M-V functional and the def2-TZVPD basis",
  "multiplicity": 1,
  "smiles": "[H]/N=C(/C=O)N(O)C=S",
  "e_homo_ev": -9.333,
  "e_above_lowest_ev": 4.2730,
  "symbols": ["H", "N", "C", "C", "O", "N", "O", "C", "S", "H", "H", "H"],
  "xyz": [[0.63, 2.15, 0.11], [1.43, 1.52, 0.07], [0.87, 0.35, -0.02], [1.77, -0.86, -0.14], [1.26, -1.99, 0.29], [-0.49, 0.24, -0.01], [-1.13, 1.42, 0.09], [-1.25, -0.82, -0.19], [-2.96, -0.53, 0.03], [2.82, -0.74, -0.44], [-2.14, 1.14, 0.41], [-0.80, -1.88, -0.19]]
}

---

{
  "formula": "C3H4N2O3",
  "method": "the ωB97M-V functional and the def2-TZVPD basis",
  "multiplicity": 1,
  "smiles": "O=C1CN/C(=N/O)O1",
  "e_homo_ev": -9.411,
  "e_above_lowest_ev": 2.7628,
  "symbols": ["O", "C", "C", "N", "C", "N", "O", "O", "H", "H", "H", "H"],
  "xyz": [[2.23, -1.53, -0.15], [1.29, -0.76, -0.05], [1.34, 0.80, 0.09], [-0.02, 1.18, -0.22], [-0.82, 0.06, -0.10], [-2.09, 0.13, -0.19], [-2.91, -1.02, 0.08], [-0.06, -1.10, 0.05], [2.14, 1.24, -0.56], [1.68, 0.89, 1.13], [-0.47, 1.93, 0.26], [-2.32, -1.82, -0.32]]
}